# 1
Below is 2 unconnected molecules or ions with the total composition C3H10N3OP in a non-equilibrium geometry, with properties calculated with ωB97M-V/def2-TZVPD.

Geometry as XYZ:
```
18
Properties=species:S:1:pos:R:3:forces:R:3:nbo_charge:R:1
C 1.460735 0.013095 4.027295 -0.249 -2.359 1.695 0.010
C -0.839742 -0.555427 -2.662053 0.406 -0.026 -2.107 0.184
C -0.267675 -0.664831 -4.094036 2.465 0.391 1.726 -0.688
N 0.601579 0.778193 3.570579 -1.542 2.187 -0.215 -0.625
N -0.490580 -1.121962 -1.601600 -0.642 -0.190 0.568 -0.660
N -0.328932 0.394191 0.864669 -0.591 -2.133 -2.332 -1.269
O -0.913609 2.418006 2.167785 -0.990 1.094 0.719 -1.156
P 0.280538 1.669681 1.743762 0.650 -0.469 -1.529 1.432
H 1.817558 -0.904706 3.493659 0.101 1.306 0.038 0.194
H 1.521982 0.055605 5.109357 1.038 -0.342 0.181 0.169
H -1.662541 0.186309 -2.734631 0.264 -0.352 0.985 0.158
H -0.964858 -1.160770 -4.704076 -1.125 -0.369 -0.984 0.227
H 0.729697 -1.304680 -4.177755 -1.877 1.728 0.301 0.213
H -0.188148 0.441615 -4.366462 0.367 -1.674 -0.271 0.232
H 0.184550 1.495226 4.231437 0.695 -1.079 -0.850 0.404
H 0.226606 -1.841282 -1.671618 0.185 0.234 -0.564 0.344
H -1.379637 0.317697 0.660843 2.215 0.232 0.678 0.412
H 0.212479 -0.215960 0.142846 -1.370 1.820 1.963 0.418
```
Positions in Å, forces in eV/Å.

Properties
- DFT total energy (hartree) = -701.10539
- gap between HOMO and LUMO (eV) = 7.997
- total charge = 0
- energy above the lowest of the compared OMol25 structures with the same formula, charge and spin (kJ/mol) = 257.46
- HOMO (eV) = -7.66

# 2
Below is a single C3H4N2O molecule, with properties calculated with ωB97M-V/def2-TZVPD.

Geometry as XYZ:
```
10
Properties=species:S:1:pos:R:3:forces:R:3:nbo_charge:R:1
N -0.704388 1.136713 -1.280789 0.161 -0.184 -0.157 -0.838
C -0.169049 0.297960 -0.300267 0.050 -0.264 0.050 0.364
C 0.254169 -0.987915 -0.230928 -0.074 0.033 -0.334 -0.150
N 0.753469 -1.254221 1.035265 -0.075 0.354 0.077 -0.455
C 0.598227 -0.137059 1.661868 0.112 -0.178 0.126 0.314
O 0.056624 0.855974 0.934578 -0.044 0.016 -0.078 -0.407
H -1.706463 1.034889 -1.394061 0.137 0.043 0.018 0.382
H -0.235818 1.018178 -2.174809 -0.201 0.049 0.259 0.385
H 0.239241 -1.738165 -1.013263 -0.010 0.179 0.193 0.213
H 0.851183 0.092095 2.688395 -0.056 -0.047 -0.154 0.191
```
Positions in Å, forces in eV/Å.

Properties
- DFT total energy (hartree) = -301.45363
- SMILES = Nc1cnco1
- gap between HOMO and LUMO (eV) = 9.980
- total charge = 0
- energy above the lowest of the compared OMol25 structures with the same formula, charge and spin (kJ/mol) = 88.22
- HOMO (eV) = -9.11

# 3
Below is a molecular structure, BH4In in a non-equilibrium geometry, with properties calculated with ωB97M-V/def2-TZVPD.

Geometry as XYZ:
```
6
Properties=species:S:1:pos:R:3:forces:R:3:nbo_charge:R:1
In -24.603850 -1.142815 -23.920960 0.781 2.114 -1.099 2.036
B -23.841387 0.961391 -25.071602 -3.967 -3.070 -1.527 -0.683
H -24.482107 1.070454 -25.932893 -2.771 -1.226 -2.818 0.118
H -24.503951 1.020009 -24.221995 -3.489 2.493 4.786 0.064
H -23.226063 0.075065 -25.076721 4.873 -3.984 -1.430 0.070
H -23.192338 1.819983 -25.147634 4.572 3.674 2.088 0.395
```
Positions in Å, forces in eV/Å.

Properties
- DFT total energy (hartree) = -216.27164
- gap between HOMO and LUMO (eV) = 5.336
- total charge = +2
- energy above the lowest of the compared OMol25 structures with the same formula, charge and spin (kJ/mol) = 215.80
- HOMO (eV) = -22.75

# 4
Below is a molecular structure, C28H38As3Cl4N5O2Pt, with properties calculated with ωB97M-V/def2-TZVPD.

Geometry as XYZ:
```
81
Properties=species:S:1:pos:R:3:forces:R:3:lowdin_charge:R:1
Pt -0.192375 -0.220983 0.219196 -0.709 -0.064 0.116 0.752
C -2.159191 -0.796712 3.557485 0.053 0.033 -0.062 -0.267
As -0.538699 -0.476126 2.525253 0.202 0.005 -0.021 0.995
C 0.534396 -2.009548 3.022100 -0.042 0.055 0.000 -0.260
C 0.474650 0.906186 3.449781 0.020 -0.086 0.000 -0.322
C 0.066169 2.385918 3.342913 0.027 0.005 -0.016 -0.687
C 0.920847 3.127299 4.383093 -0.029 0.022 0.001 -0.092
C 0.425930 2.972903 1.970953 0.059 -0.024 -0.104 -0.299
As -0.223167 2.110717 0.341235 0.171 0.039 -0.005 1.036
C 0.871380 2.967853 -0.995953 0.030 0.016 0.035 -0.236
C -1.972975 2.848071 -0.047402 0.036 -0.029 -0.072 -0.277
C -1.426325 2.548997 3.652257 -0.086 -0.018 0.060 -0.388
As -2.082116 4.354925 4.154502 -0.014 -0.010 -0.012 1.133
C -3.847924 3.711223 4.721844 0.013 0.011 -0.010 -0.349
C -2.674795 5.024315 2.405690 -0.037 0.018 0.040 -0.351
H -2.921863 -0.047225 3.365653 0.009 0.024 -0.033 0.015
H -1.896939 -0.791113 4.616041 -0.023 -0.002 -0.013 0.036
H -2.545151 -1.780317 3.292584 0.009 0.001 -0.027 0.026
H 0.670392 -2.054299 4.102671 0.004 0.008 -0.006 0.037
H 1.492695 -1.890333 2.515073 0.001 -0.016 -0.001 0.025
H 0.044065 -2.918191 2.676557 0.008 -0.009 -0.033 0.027
H 1.475984 0.765716 3.025934 0.006 0.004 0.041 0.087
H 0.518112 0.620822 4.505350 -0.040 -0.005 -0.010 0.091
H 1.970942 2.852478 4.270158 0.003 0.007 -0.011 0.093
H 0.606721 2.868901 5.397072 0.002 -0.009 0.004 0.087
H 0.837630 4.209227 4.274516 -0.010 0.003 0.006 0.061
H 1.513622 2.942231 1.853985 -0.010 0.006 -0.025 0.094
H 0.127589 4.024133 1.923305 0.016 -0.007 0.003 0.075
H 0.758633 4.049983 -0.925188 0.007 -0.013 -0.013 0.042
H 0.561365 2.609938 -1.976519 -0.010 -0.003 0.012 0.036
H 1.911645 2.684344 -0.839456 -0.015 -0.003 0.009 0.044
H -1.950001 3.937254 -0.055771 0.013 -0.069 -0.019 0.023
H -2.706462 2.493328 0.673694 0.033 -0.008 -0.042 0.011
H -2.247128 2.476940 -1.034148 0.004 -0.004 -0.003 0.036
H -1.665501 1.944369 4.534178 0.001 0.003 -0.011 0.070
H -2.041919 2.164012 2.830423 0.020 0.009 0.035 0.049
H -3.762854 3.197076 5.678382 0.005 -0.002 -0.001 0.016
H -4.273527 3.031289 3.982483 -0.003 -0.002 -0.007 0.021
H -4.516924 4.561572 4.847577 0.001 0.003 0.003 0.018
H -1.821995 5.301211 1.787207 -0.015 0.009 0.026 0.003
H -3.269422 5.921621 2.576926 0.001 0.003 0.008 0.020
H -3.284432 4.289983 1.879217 0.012 0.065 0.058 0.008
Cl 6.363198 0.251638 -2.325134 0.019 -0.002 0.001 0.642
C 4.649170 0.145703 -2.123214 0.027 0.013 -0.056 -0.724
C 3.814230 0.284242 -3.218396 0.044 -0.009 0.027 -0.728
Cl 4.462396 0.555064 -4.796960 0.000 -0.001 -0.055 0.639
C 2.431611 0.207423 -3.026684 -0.035 0.040 0.209 -0.600
Cl 1.350821 0.351815 -4.374391 0.146 0.316 0.265 0.764
C 1.864733 -0.003145 -1.772373 0.314 0.157 -0.001 -0.449
O 0.534638 -0.070592 -1.681198 -0.283 -0.131 0.182 -0.355
C 2.719666 -0.168906 -0.620976 0.181 0.257 -0.281 -0.492
O 2.240289 -0.402369 0.556546 -0.035 0.010 0.087 -0.254
C 4.105228 -0.079144 -0.857914 -0.123 -0.004 -0.016 -0.618
Cl 5.142429 -0.274586 0.515054 0.001 -0.006 0.042 0.667
C 1.491441 -2.963505 -1.099164 0.003 -0.163 0.103 0.034
C 0.025588 -3.074838 -0.910166 0.225 -0.030 -0.185 -0.304
N -0.735985 -2.225508 -0.252679 0.214 0.213 0.188 -0.080
C -2.031579 -2.681123 -0.316176 -0.073 -0.069 -0.142 -0.122
C -2.056461 -3.824254 -1.043948 0.009 0.031 -0.027 -0.055
N -0.748074 -4.063635 -1.419353 -0.073 -0.036 0.221 -0.011
C -0.295170 -5.123641 -2.298997 0.063 0.110 -0.017 -0.062
N 0.422913 -4.572900 -3.410024 -0.071 -0.134 -0.191 -0.075
N 1.675133 -5.024650 -3.680424 0.008 -0.049 0.023 0.053
N 2.153881 -4.381238 -4.666792 0.106 -0.018 -0.015 0.084
C 1.222892 -3.451332 -5.083152 -0.121 0.056 0.036 -0.226
C 1.287786 -2.488364 -6.093280 -0.077 -0.117 -0.078 -0.029
C 0.193217 -1.672473 -6.247523 -0.114 -0.260 -0.164 -0.157
C -0.940912 -1.795951 -5.420007 -0.033 -0.075 -0.083 -0.100
C -1.020593 -2.736592 -4.419079 -0.021 0.017 0.009 -0.005
C 0.091028 -3.570239 -4.275568 0.109 0.081 0.042 -0.171
H 1.901888 -2.332121 -0.306262 -0.077 -0.129 -0.084 0.073
H 1.721361 -2.496760 -2.059754 -0.015 -0.045 0.021 0.096
H 1.968212 -3.943432 -1.072444 -0.010 -0.026 -0.010 0.093
H -2.842865 -2.134139 0.129159 -0.010 -0.015 0.022 0.099
H -2.862247 -4.471987 -1.339756 -0.009 -0.017 0.010 0.119
H -1.180869 -5.676390 -2.614705 0.023 0.008 -0.040 0.140
H 0.398446 -5.802207 -1.802862 -0.048 0.015 0.038 0.140
H 2.172821 -2.387866 -6.705175 0.017 0.018 0.004 0.120
H 0.202052 -0.902263 -7.006644 0.014 0.010 0.000 0.103
H -1.769304 -1.116248 -5.568988 -0.008 0.015 0.011 0.107
H -1.884089 -2.803469 -3.771448 -0.009 0.003 0.001 0.104
```
Positions in Å, forces in eV/Å.

Properties
- DFT total energy (hartree) = -10181.41651
- gap between HOMO and LUMO (eV) = 6.259
- total charge = 0
- energy above the lowest of the compared OMol25 structures with the same formula, charge and spin (kJ/mol) = 20.87
- HOMO (eV) = -6.28

# 5
Below is a molecular structure, C4H20F2N9O4Ti in a non-equilibrium geometry, with properties calculated with ωB97M-V/def2-TZVPD.

Geometry as XYZ:
```
40
Properties=species:S:1:pos:R:3:forces:R:3:nbo_charge:R:1
N 2.296373 4.459852 0.064521 0.382 0.475 0.165 -0.849
H 1.844703 3.804932 0.686751 -0.775 -1.129 0.372 0.495
H 2.049273 4.334852 -0.906779 -0.518 -0.322 -0.360 0.459
H 3.299923 4.377012 0.142741 0.442 -0.190 0.152 0.441
H 2.023873 5.377092 0.387791 -0.195 0.515 -0.031 0.445
Ti 0.352083 -0.236277 -0.099439 0.062 -0.593 0.954 0.950
F 0.897763 -3.355037 0.762441 -0.192 1.353 -0.449 -0.960
F -0.318197 2.311473 1.987201 0.719 -0.348 -0.877 -0.970
C -1.673357 -1.620088 4.491471 1.577 3.094 -0.990 0.736
O -1.589567 -2.631438 5.013571 -0.068 -8.019 3.716 -0.647
N -0.708097 -0.770328 4.448181 5.233 3.422 0.147 -0.835
N -2.689337 -1.087587 3.943611 -7.631 1.560 -3.746 -0.822
H 0.200283 -1.089457 4.753291 -0.196 0.349 -0.166 0.392
H -0.819607 0.097503 3.943671 0.638 -0.073 0.154 0.395
H -2.644857 -0.320887 3.287641 0.454 -0.016 0.305 0.388
H -3.438907 -1.696827 3.648531 0.028 -0.158 0.435 0.384
C 4.724353 -0.028317 0.162991 -2.638 0.221 -1.269 0.740
O 3.804973 0.379693 -0.498429 -2.932 1.267 -1.582 -0.720
N 5.922273 0.136302 -0.242129 4.995 0.859 -0.756 -0.804
N 4.570453 -0.726837 1.234311 -0.469 -2.739 4.757 -0.834
H 6.064484 0.777573 -1.009369 0.427 -0.376 0.283 0.408
H 6.629103 -0.348837 0.291831 0.467 0.467 -0.765 0.393
H 5.242243 -0.733397 1.988471 0.046 -0.131 -0.396 0.385
H 3.763133 -1.308017 1.409091 -0.265 0.413 -0.261 0.433
C -0.595587 1.825053 -4.147879 0.628 -0.826 -3.742 0.773
O -0.110897 2.238933 -3.149589 0.947 1.216 3.096 -0.678
N -1.731417 1.187403 -4.297249 -3.095 -1.011 1.864 -0.834
N 0.038753 1.901193 -5.340409 2.076 0.896 -0.886 -0.860
H -2.144626 1.042583 -3.387099 -0.676 -0.462 -0.372 0.409
H -2.013407 0.633153 -5.093119 0.284 0.216 0.387 0.403
H 0.943593 2.337983 -5.237519 -0.148 -0.068 -0.649 0.394
H -0.359467 1.743963 -6.255179 0.084 0.093 0.452 0.393
C -4.059746 -2.455747 -0.338839 0.601 2.707 1.492 0.743
O -3.635336 -1.321217 -0.153529 0.206 1.178 -0.319 -0.715
N -3.336817 -3.489137 -0.062219 1.757 -3.506 0.054 -0.814
N -5.334207 -2.665197 -0.612289 -1.827 0.082 -1.017 -0.838
H -2.420246 -3.357677 0.341161 0.100 -0.207 -0.331 0.438
H -3.607046 -4.354808 -0.506809 0.578 -0.143 0.518 0.377
H -5.751487 -1.776487 -0.849299 -0.765 -0.654 -0.247 0.413
H -5.685437 -3.592937 -0.802089 -0.342 0.591 -0.091 0.391
```
Positions in Å, forces in eV/Å.

Properties
- DFT total energy (hartree) = -2007.18487
- gap between HOMO and LUMO (spin up / spin down) (eV) = 4.629 / 5.876
- total charge = 0
- HOMO (spin up / spin down) (eV) = -6.03 / -7.31
- 2S+1 = 4

# 6
Below is a molecular structure, C4H3CaO4 in a non-equilibrium geometry, with properties calculated with ωB97M-V/def2-TZVPD.

Geometry as XYZ:
```
12
Properties=species:S:1:pos:R:3:forces:R:3:nbo_charge:R:1
O 1.001127 -0.451437 -3.368902 0.102 0.543 0.233 -0.791
C 0.815680 -1.465947 -3.846736 -0.209 -1.348 -0.739 0.812
Ca 1.291581 1.466277 -2.294817 0.866 1.139 -0.716 1.952
C -0.827278 0.484976 1.575282 -0.375 0.751 1.329 -0.178
C -0.692675 0.889815 0.152819 -0.439 -0.415 -0.380 0.510
O 0.388812 0.780412 -0.403761 -0.235 0.055 0.004 -0.705
C 0.629051 -1.464060 1.506106 0.591 -1.596 -0.965 1.133
O -0.423278 -0.917873 1.742897 -0.313 -0.126 0.449 -0.367
O 1.457417 -2.153445 1.161922 -0.274 0.871 0.734 -0.211
H -1.866751 0.547401 1.924447 0.351 -0.324 0.077 0.315
H -0.162044 1.079838 2.217811 -0.258 0.092 -0.049 0.302
H -1.611641 1.204038 -0.367067 0.193 0.357 0.025 0.227
```
Positions in Å, forces in eV/Å.

Properties
- DFT total energy (hartree) = -1131.57357
- gap between HOMO and LUMO (eV) = 10.682
- total charge = +3
- energy above the lowest of the compared OMol25 structures with the same formula, charge and spin (kJ/mol) = 0.00
- HOMO (eV) = -24.67

The highest DFT total energy belongs to which entry? BH4In